14
Properties=species:S:1:pos:R:3:forces:R:3 method="wB97M-V/def2-TZVPD" spin_multiplicity=1 total_charge=0 e_above_lowest_kcal_mol=44.65 e_lumo_ev=0.703 smiles=OC[C@H]1C[C@H]1O e_homo_ha=-0.359
O 1.704 -1.339 -0.441 -0.2 -0.2 0.0
C 1.309 -0.012 -0.712 -0.1 0.4 -0.1
C 0.424 0.561 0.383 0.2 0.0 0.1
C -0.915 1.176 0.026 -0.1 0.1 -0.1
C -0.841 -0.156 0.706 0.1 0.2 0.3
O -1.095 -1.341 -0.011 -0.2 -0.1 0.1
H 0.877 -1.839 -0.372 0.2 0.0 0.0
H 0.797 0.063 -1.685 0.1 -0.1 0.2
H 2.229 0.578 -0.783 -0.2 -0.1 0.0
H 0.955 0.968 1.239 -0.1 0.0 -0.1
H -1.181 1.188 -1.029 0.1 -0.1 0.2
H -1.288 2.022 0.597 0.1 -0.1 -0.1
H -1.135 -0.203 1.753 0.1 0.0 -0.2
H -1.852 -1.764 0.407 0.0 0.0 -0.2